Entry 1:
Here is C13H29AlN3O4 as an isolated structure from the Open Molecules 2025 dataset. Energies are from wB97M-V/def2-TZVPD.

Positions of all 50 atoms, in Å:
C (0.392, -3.648, -1.269)
C (1.075, -2.537, -0.455)
N (1.090, -1.249, -1.157)
Al (1.516, 0.258, -0.047)
C (0.121, 0.552, 1.385)
C (-1.243, 1.133, 0.940)
C (-2.389, 0.122, 1.001)
C (-2.197, -1.068, 0.067)
C (-3.450, -1.911, -0.166)
N (-3.495, -2.633, -1.446)
C (3.276, -0.101, 0.935)
C (4.583, -0.416, 0.161)
C (4.226, -1.181, -1.083)
O (4.415, -2.359, -1.257)
O (3.569, -0.398, -1.968)
C (1.640, 1.969, -1.134)
O (0.436, 2.341, -1.885)
O (0.424, 1.529, -3.070)
H (0.954, -4.583, -1.231)
H (0.330, -3.348, -2.318)
H (-0.614, -3.870, -0.903)
H (2.105, -2.827, -0.246)
H (0.577, -2.470, 0.528)
H (0.179, -1.160, -1.600)
H (-0.052, -0.352, 1.988)
H (0.591, 1.266, 2.075)
H (-1.526, 1.973, 1.583)
H (-1.193, 1.539, -0.078)
H (-2.490, -0.221, 2.037)
H (-3.331, 0.617, 0.728)
H (-1.859, -0.683, -0.903)
H (-1.390, -1.702, 0.442)
H (-3.554, -2.661, 0.624)
H (-4.330, -1.263, -0.123)
H (-2.582, -3.036, -1.637)
H (-3.663, -1.968, -2.194)
H (3.439, 0.804, 1.533)
H (3.130, -0.905, 1.666)
H (5.116, 0.499, -0.107)
H (5.272, -1.049, 0.727)
H (2.711, -0.850, -2.178)
H (1.758, 2.829, -0.458)
H (2.479, 2.009, -1.837)
H (0.001, 0.721, -2.748)
C (-2.905, 5.394, 2.252)
C (-2.219, 4.372, 3.031)
N (-1.687, 3.561, 3.643)
H (-2.190, 6.134, 1.898)
H (-3.389, 4.936, 1.391)
H (-3.658, 5.889, 2.864)

Summary:
HOMO energy = -4.60 eV
HOMO-LUMO gap = 7.087 eV
2S+1 = 1
charge = -1
calculated total energy = -33208.2540 eV

---

Entry 2:
Here is an isolated ion of composition C6H11O and charge -1 in a non-equilibrium geometry from the Open Molecules 2025 dataset. Energies are from wB97M-V/def2-TZVPD.

Positions of all 18 atoms, in Å:
C (-0.192, -1.782, -2.105)
O (-1.273, -2.558, -1.947)
C (-0.286, -0.464, -1.235)
C (0.924, -0.081, -0.376)
C (0.546, 0.181, 1.100)
C (-0.834, 1.783, 2.432)
C (0.069, 1.559, 1.461)
H (0.806, -2.219, -1.818)
H (-0.056, -1.491, -3.183)
H (-1.169, -0.663, -0.623)
H (-0.610, 0.373, -1.870)
H (1.560, 0.685, -0.831)
H (1.575, -0.960, -0.333)
H (1.333, -0.184, 1.758)
H (-0.352, -0.431, 1.247)
H (-1.738, 1.195, 2.535)
H (-0.755, 2.716, 2.985)
H (0.452, 2.342, 0.803)

Summary:
HOMO energy = -2.11 eV
HOMO-LUMO gap = 5.740 eV
2S+1 = 1
charge = -1
calculated total energy = -8445.3323 eV
energy relative to the best compared isomer or geometry (same formula, charge and spin) = 148.5 kJ/mol

---

Entry 3:
Here is a 2-piece molecular cluster, C5H11NO2S overall in a non-equilibrium geometry from the Open Molecules 2025 dataset. Energies are from wB97M-V/def2-TZVPD.

Positions of all 20 atoms, in Å:
C (2.311, -1.957, 0.189)
C (-0.618, 1.575, 0.066)
C (-0.107, 0.035, -2.064)
C (-0.927, -0.907, 0.134)
C (-0.006, 0.199, -0.547)
N (3.398, -1.562, 0.885)
O (0.857, -3.028, -1.359)
O (1.272, 0.081, 0.012)
S (1.823, -3.360, -0.324)
H (0.118, 2.262, 0.442)
H (-1.125, 2.030, -0.769)
H (-1.435, 1.397, 0.826)
H (-0.975, 0.507, -2.470)
H (-0.025, -1.042, -2.248)
H (0.745, 0.492, -2.633)
H (-0.313, -1.781, -0.009)
H (-1.108, -0.642, 1.180)
H (-1.858, -0.948, -0.409)
H (3.306, -0.684, 1.421)
H (4.367, -1.600, 0.561)

Summary:
HOMO energy (spin up / spin down) = -9.05 / -8.42 eV
HOMO-LUMO gap (spin up / spin down) = 8.133 / 7.596 eV
2S+1 = 1
calculated total energy = -21778.1816 eV
energy relative to the best compared isomer or geometry (same formula, charge and spin) = 588.7 kJ/mol